No. 1
The molecule C18H26N4O3S2. Source: the OMol25 dataset; level of theory: the ωB97M-V functional and the def2-TZVPD basis.

multiplicity: 1
total charge: 0
SMILES: Cc1nc2ccc(S(=O)(=O)NCC(=O)NCCN3CCCCCC3)cc2s1
gap between HOMO and LUMO: 0.31183 Ha
HOMO energy: -8.2 eV

Atoms and positions in Å:
C 0.5055 4.2048 -1.7622
C -0.1220 2.9023 -2.0723
N 0.5095 1.7969 -2.1704
C -0.3095 0.7479 -2.4670
C 0.0919 -0.5754 -2.6298
C -0.8703 -1.5312 -2.8801
C -2.2054 -1.1668 -2.9901
S -3.4431 -2.4492 -3.1568
O -2.7851 -3.6830 -3.4742
O -4.5082 -1.9842 -3.9892
N -4.0818 -2.6358 -1.6197
C -3.1393 -3.1027 -0.6357
C -2.3636 -1.9414 -0.0085
O -2.7419 -0.7915 -0.1241
N -1.2655 -2.2992 0.6788
C -0.3865 -1.3391 1.3082
C 1.0798 -1.5854 0.8903
N 2.0472 -0.6205 1.3439
C 2.3116 -0.6899 2.7692
C 3.3492 0.3234 3.2533
C 2.7379 1.6598 3.6733
C 2.2438 2.5160 2.5106
C 1.2595 1.7925 1.5947
C 1.9371 0.7017 0.7527
C -2.6353 0.1359 -2.8696
C -1.6766 1.0951 -2.6002
S -1.8707 2.7976 -2.3438
H 0.4182 4.8736 -2.6177
H 0.0050 4.6764 -0.9183
H 1.5563 4.0534 -1.5306
H 1.1385 -0.8246 -2.5540
H -0.6156 -2.5717 -3.0056
H -4.5522 -1.7896 -1.3255
H -3.6792 -3.6402 0.1525
H -2.4721 -3.7988 -1.1476
H -1.0079 -3.2719 0.7366
H -0.7173 -0.3524 0.9786
H -0.4891 -1.4068 2.3967
H 1.1179 -1.6145 -0.2024
H 1.3896 -2.5674 1.2657
H 1.3996 -0.5647 3.3772
H 2.6888 -1.7021 2.9580
H 3.8509 -0.1044 4.1242
H 4.1020 0.4730 2.4804
H 1.9063 1.4650 4.3559
H 3.4868 2.2306 4.2278
H 1.7653 3.4097 2.9193
H 3.0992 2.8451 1.9153
H 0.4460 1.3687 2.1848
H 0.8237 2.5219 0.9089
H 1.4029 0.5955 -0.1917
H 2.9491 1.0435 0.5040
H -3.6810 0.3738 -2.9739


No. 2
The ion C3H9N2O with charge +1. Source: the OMol25 dataset; level of theory: the ωB97M-V functional and the def2-TZVPD basis.

multiplicity: 3
total charge: +1
expectation value of S²: 2.0077
gap between HOMO and LUMO (spin up / spin down): 0.19279 / 0.35191 Ha
HOMO energy (spin up / spin down): -8.3 / -17.2 eV

Atoms and positions in Å:
C 0.5463 -1.4191 -0.7062
C -0.2646 0.3075 0.7049
C -0.6009 1.7091 0.5188
N 1.4496 -0.3559 -0.6186
N -0.8083 -0.6574 -0.2953
O 1.3025 0.1716 0.6806
H 0.4888 -1.6220 -1.7864
H 0.6632 -2.1574 0.0001
H -0.3920 -0.2129 1.6489
H -1.6599 1.8970 0.3011
H -0.0735 2.1520 -0.2284
H -0.4776 2.2483 1.4868
H 2.3530 -0.6973 -0.8818
H -1.0428 -0.1285 -1.0480
H -1.4839 -1.2348 0.2234


No. 3
A structure of composition C26H23AsBiBrN8O10S3. Source: the OMol25 dataset; level of theory: the ωB97M-V functional and the def2-TZVPD basis.

multiplicity: 1
total charge: -2
gap between HOMO and LUMO: 0.28730 Ha
HOMO energy: -3.5 eV

Atoms and positions in Å:
Bi 0.0773 0.4684 0.0853
N -1.9127 -5.5085 3.6112
C -1.3070 -4.2460 3.7318
C 0.0604 -4.1411 3.9833
C 0.6707 -2.9004 4.0121
C -0.0978 -1.7592 3.8168
C -1.4768 -1.8499 3.6687
C -2.0773 -3.0911 3.6219
S 0.6485 -0.1863 3.6052
O 1.7818 -0.0742 4.4896
O -0.3859 0.8053 3.6707
N 1.1710 -0.1728 2.0424
C 2.2804 -0.8652 1.6178
N 3.0022 -1.6779 2.3966
C 4.0242 -2.2864 1.8099
C 4.3645 -2.1138 0.4796
C 3.5538 -1.2490 -0.2373
N 2.5357 -0.6253 0.3192
H -1.2833 -6.1991 3.2297
H -2.7565 -5.4675 3.0576
H 0.6589 -5.0404 4.0802
H 1.7405 -2.8018 4.1328
H -2.0540 -0.9522 3.5180
H -3.1357 -3.1622 3.4027
H 4.5942 -2.9602 2.4441
H 5.1925 -2.6350 0.0231
H 3.7129 -1.0536 -1.2928
N -2.8280 6.2478 -2.1022
C -1.8207 5.3394 -2.4885
C -2.1521 4.0303 -2.8274
C -1.1650 3.1320 -3.1878
C 0.1617 3.5417 -3.2341
C 0.5005 4.8529 -2.9252
C -0.4923 5.7501 -2.5647
S 1.4269 2.3121 -3.3680
O 2.5906 2.9258 -3.9545
O 0.8424 1.1864 -4.0523
N 1.5809 1.8801 -1.8353
C 2.2823 2.5471 -0.9048
N 3.1237 3.5763 -1.1454
C 3.8114 4.0286 -0.1092
C 3.7038 3.5309 1.1810
C 2.7411 2.5516 1.3606
N 2.0340 2.0871 0.3526
H -3.6257 5.7830 -1.6945
H -2.4861 6.9593 -1.4738
H -3.1834 3.7016 -2.7535
H -1.4048 2.0996 -3.4117
H 1.5438 5.1418 -2.9448
H -0.2331 6.7705 -2.3008
H 4.4877 4.8539 -0.3220
H 4.2956 3.9107 2.0004
H 2.5001 2.1409 2.3375
O -3.6237 0.3528 -0.4179
As -2.9276 -1.1505 0.2768
O -4.0812 -1.9388 1.1279
O -1.6739 -0.4741 1.1991
C -2.5066 -1.9884 -1.4081
C -2.8492 -1.2949 -2.5649
C -2.7256 -1.8856 -3.8156
C -2.2556 -3.1874 -3.8996
C -1.8842 -3.8763 -2.7570
C -1.9830 -3.2943 -1.4924
S -0.2073 -3.2988 0.6262
O 0.7283 -4.4133 0.6328
O -1.5582 -4.0196 -0.4480
O 0.2051 -2.2019 -0.2820
H -3.5448 1.0117 0.2855
H -3.2321 -0.2896 -2.4706
H -2.9860 -1.3310 -4.7080
H -2.1504 -3.6651 -4.8676
H -1.4726 -4.8758 -2.8180
Br -1.0888 2.6847 0.8496


Calculated ΔE to the lowest compared entry with this formula, charge and spin (kJ/mol), listed in the same order as above: 65.2; 500.1; 135.8